Entry from OMol25: a single C25H28N4O5S molecule (wB97M-V/def2-TZVPD).

Output
**SMILES string**: CCOc1cc(NC(=O)c2cccs2)c(OCC)cc1NC(=O)CCC(=O)NCc1ccccn1
**HOMO-LUMO gap**: 0.2822 Eh
**Spin multiplicity**: 1
**DFT total energy**: -1962.94073 a.u.
**Energy relative to the best compared isomer or geometry (same formula, charge and spin)**: 3.1 kcal/mol
**E_LUMO**: 0.3 eV
**Highest occupied orbital energy**: -7.39 eV

Cartesian coordinates (Å):
C -1.170 -3.793 0.230
C -1.160 -3.513 -1.267
O -1.530 -2.178 -1.562
C -0.656 -1.157 -1.311
C 0.696 -1.298 -1.046
C 1.497 -0.177 -0.873
N 2.860 -0.251 -0.582
C 3.612 -1.345 -0.285
O 3.191 -2.487 -0.230
C 5.029 -1.047 -0.018
C 5.988 -1.981 0.266
C 7.262 -1.420 0.478
C 7.261 -0.066 0.356
S 5.707 0.553 -0.021
C 0.949 1.110 -0.995
O 1.829 2.150 -0.840
C 1.360 3.468 -1.058
C 2.542 4.408 -0.880
C -0.406 1.253 -1.234
C -1.213 0.132 -1.365
N -2.600 0.206 -1.522
C -3.408 1.264 -1.273
O -3.023 2.405 -1.111
C -4.898 0.931 -1.233
C -5.266 -0.480 -0.770
C -4.433 -1.055 0.373
O -4.213 -2.249 0.451
N -4.016 -0.175 1.303
C -3.087 -0.560 2.341
C -1.806 0.226 2.225
C -0.557 -0.375 2.323
C 0.570 0.425 2.240
C 0.412 1.789 2.057
C -0.878 2.287 1.950
N -1.955 1.531 2.035
H -2.142 -3.519 0.633
H -0.394 -3.218 0.729
H -0.994 -4.850 0.406
H -0.187 -3.752 -1.711
H -1.928 -4.112 -1.762
H 1.158 -2.265 -0.960
H 3.304 0.659 -0.568
H 5.766 -3.031 0.314
H 8.139 -1.996 0.710
H 8.083 0.614 0.465
H 0.566 3.710 -0.340
H 0.951 3.555 -2.073
H 2.948 4.313 0.124
H 3.325 4.164 -1.593
H 2.223 5.434 -1.038
H -0.869 2.221 -1.294
H -3.013 -0.712 -1.634
H -5.292 1.089 -2.240
H -5.363 1.687 -0.597
H -5.198 -1.196 -1.593
H -6.309 -0.485 -0.440
H -4.102 0.821 1.166
H -3.538 -0.364 3.322
H -2.904 -1.632 2.243
H -0.474 -1.440 2.469
H 1.556 -0.012 2.318
H 1.266 2.445 1.996
H -1.067 3.341 1.795